Density functional theory data (the ωB97M-V functional and the def2-TZVPD basis) for C6H11AlBF4O6 as an isolated structure in a non-equilibrium geometry.

XYZ file:
```
29
C6H11AlBF4O6 the ωB97M-V functional and the def2-TZVPD basis
Al 2.46984 -4.12390 1.27412
F 0.92656 -4.16130 1.99514
F 2.30094 -3.89142 -0.41832
F 3.38043 -2.83326 1.93816
F 3.27419 -5.60070 1.56881
O 0.81140 -0.55215 1.59949
O -2.56503 0.15197 -1.57091
O 2.31238 -0.75029 -0.00296
O -1.39269 3.63812 -1.48711
O -0.76930 1.38627 -1.50580
O -0.75838 -0.79826 -0.89324
C 1.66251 -0.21981 -1.15723
C 0.47914 -1.06301 -1.58115
C 1.80924 -0.22481 1.13853
C -1.43584 0.22153 -1.34313
C -3.04948 1.67586 1.02444
C -1.71338 2.41014 0.73100
B -1.29525 2.45269 -0.78932
H 2.42819 0.53233 1.63004
H 1.42657 0.82734 -0.99633
H -3.75404 1.85772 0.22630
H -1.84778 3.44199 1.04285
H -2.85621 0.62438 1.16697
H 0.73759 -2.08473 -1.34344
H -0.92540 2.00425 1.36253
H 0.35062 -1.03241 -2.65826
H -0.93831 4.29292 -0.94312
H 2.40054 -0.25181 -1.94643
H -3.46905 2.07037 1.93837
```

Computed properties:
- Multiplicity: 1
- Charge: -1
- Gap between HOMO and LUMO: 9.87 eV
- E_HOMO: -0.2880 Eh

Mulliken atomic charge list, values in e, 4 entries:
1 Al 0.74
2 F -0.43
3 F -0.43
4 F -0.45